Computed, not measured: a cluster of 11 separate species, H22O11 in total in a non-equilibrium geometry, with ωB97M-V/def2-TZVPD.

Atoms and positions in Å:
H -13.128 -16.522 4.769
H -13.494 -21.044 4.514
O -10.281 -21.862 4.704
O -10.014 -18.472 6.008
O -10.642 -15.427 5.700
H -10.957 -22.514 4.740
H -8.763 -21.741 7.317
H -10.356 -19.232 3.462
H -10.678 -18.534 5.313
H -11.718 -18.705 8.227
O -12.188 -17.876 8.066
O -7.343 -19.726 6.218
O -11.257 -19.538 3.770
H -12.865 -19.770 5.156
H -11.330 -14.916 6.000
O -13.438 -20.508 5.304
H -11.121 -16.136 5.188
H -9.574 -19.350 5.864
H -9.509 -18.296 8.376
H -12.054 -17.637 7.153
H -7.437 -16.704 8.051
O -13.011 -17.195 5.493
O -9.369 -21.340 7.974
H -8.137 -16.809 6.681
H -9.202 -20.421 7.867
O -9.385 -18.758 9.204
H -11.591 -19.899 2.926
O -8.257 -16.460 7.538
H -9.812 -18.173 9.831
H -6.517 -19.920 5.745
H -7.525 -18.876 5.907
H -13.967 -17.343 5.601
H -10.772 -21.093 4.422

## Properties
- Lowest unoccupied orbital energy: -0.537 eV
- Frontier orbital gap: 9.6 eV
- Structure (SMILES): O.O.O.O.O.O.O.O.O.O.O
- Relative energy (zero: lowest compared OMol25 entry of this formula, charge and spin): 2.701 eV